H21O11 | the ωB97M-V functional and the def2-TZVPD basis

Values from the calculation:
Energy above the lowest of the compared OMol25 structures with the same formula, charge and spin (eV): 1.6154
Highest occupied orbital energy (spin up / spin down) (eV): -10.67 / -10.67
HOMO-LUMO gap (spin up / spin down) (eV): 9.70 / 4.24

```
! RIJCOSX wB97M-V def2-TZVPD def2/J DEFGRID3
* xyz 0 2
H 0.350 -1.491 -3.223
O 0.135 0.689 1.439
H -0.388 -4.338 0.375
O 0.781 -0.699 -3.533
H 0.680 1.117 0.777
O 1.989 -0.839 -0.561
O 2.914 1.360 0.707
O -1.631 -2.428 -1.777
H 2.042 1.510 1.090
H -2.354 -0.424 -0.269
H 1.065 -0.683 -0.819
H 2.856 0.437 0.370
H -0.375 1.712 -0.566
O -3.273 -1.893 1.283
O 3.068 3.850 -0.013
O 0.212 -3.579 0.275
O -1.027 2.147 -1.126
H -2.355 -2.075 -2.320
H -1.982 2.518 2.735
O -1.421 -0.590 -0.039
H -2.489 -1.366 1.104
H 1.961 -1.660 -0.033
H -3.299 -2.580 1.943
H 0.500 0.213 -3.546
O -1.373 2.154 3.399
H -1.597 -1.728 -1.082
H 2.564 3.554 0.755
H -0.420 -2.927 -0.031
H -1.810 1.593 -1.125
H -0.588 0.133 0.925
H 3.139 2.938 -0.347
H -0.620 1.797 2.911
*
```